No. 1
Here is a cluster of 5 separate species, C15H38BrN4O12S4 in total in a non-equilibrium geometry from the OMol25 dataset. Energies are from wB97M-V/def2-TZVPD.

Geometry (Å):
C 1.618 1.577 -4.368
N 0.187 2.034 -4.276
N -0.884 1.191 -4.307
C -2.020 2.056 -4.241
N -3.337 1.759 -4.272
N -1.702 3.451 -4.164
C -0.260 3.372 -4.194
Br 0.927 4.922 -4.168
H 2.164 2.336 -5.024
H 2.105 1.473 -3.353
H 1.614 0.602 -4.969
H -0.912 0.168 -4.366
H -4.044 2.081 -3.611
H -3.665 1.208 -5.080
O 1.219 -3.327 -1.217
S 1.694 -1.984 -1.032
O 2.138 -1.177 -2.144
O 2.840 -1.984 0.102
C 3.983 -2.828 -0.083
C 4.923 -2.284 -1.143
C 0.479 -1.065 -0.132
H 3.670 -3.849 -0.319
H 4.507 -2.865 0.874
H 4.455 -2.291 -2.129
H 5.831 -2.888 -1.201
H 5.197 -1.250 -0.922
H 0.157 -1.646 0.730
H -0.363 -0.888 -0.801
H 0.913 -0.114 0.176
O -2.101 -0.647 4.404
S -2.113 -1.933 3.760
O -2.029 -2.064 2.327
O -3.390 -2.770 4.286
C -4.691 -2.195 4.134
C -5.162 -2.233 2.692
C -0.858 -2.948 4.483
H -4.706 -1.175 4.528
H -5.373 -2.787 4.748
H -4.541 -1.599 2.056
H -6.192 -1.879 2.612
H -5.103 -3.248 2.293
H -0.929 -2.887 5.567
H 0.107 -2.567 4.148
H -0.991 -3.973 4.139
O 2.221 7.802 -8.948
S 1.252 8.077 -7.923
O 0.079 8.867 -8.180
O 2.013 8.675 -6.630
C 2.815 9.850 -6.794
C 1.966 11.095 -6.969
C 0.738 6.547 -7.198
H 3.509 9.724 -7.630
H 3.417 9.952 -5.889
H 1.396 11.058 -7.899
H 2.592 11.990 -6.997
H 1.247 11.190 -6.153
H 1.618 5.949 -6.965
H 0.114 6.029 -7.927
H 0.159 6.759 -6.301
O 1.368 -6.129 8.454
S 0.299 -6.414 7.536
O -0.223 -5.408 6.646
O -0.926 -7.080 8.348
C -1.483 -6.360 9.452
C -2.323 -5.182 8.995
C 0.735 -7.831 6.571
H -0.692 -6.040 10.137
H -2.117 -7.061 10.000
H -1.711 -4.428 8.499
H -2.816 -4.705 9.845
H -3.083 -5.505 8.279
H 1.101 -8.614 7.233
H 1.520 -7.528 5.877
H -0.141 -8.164 6.017

Net charge ... +1
HOMO energy ... -12.3 eV
HOMO-LUMO gap ... 8.530 eV
E_LUMO ... -3.72 eV
Max |F| ... 6.5 eV/Å
Energy ... -5882.6494 Ha

---

No. 2
Here is a structure of composition C4H3MgORb in a non-equilibrium geometry from the OMol25 dataset. Energies are from wB97M-V/def2-TZVPD.

Geometry (Å):
C -0.119 -0.271 1.481
C 0.870 -0.927 1.809
H 1.616 -1.600 2.211
Mg -1.195 2.634 -0.792
O 1.947 3.351 0.729
C 1.621 3.161 -0.361
C 1.059 2.735 -1.503
Rb 0.809 1.892 4.037
H 1.117 3.636 -2.177
H 1.264 1.749 -1.931

Net charge ... +2
HOMO energy (alpha / beta) ... -17.3 / -15.1 eV
HOMO-LUMO gap (alpha / beta) ... 7.754 / 4.767 eV
Energy relative to the best compared isomer or geometry (same formula, charge and spin) ... 0.0 kcal per mole
E_LUMO (alpha / beta) ... -9.57 / -10.38 eV
Max |F| ... 3.2 eV/Å
Energy ... -452.8255 Ha

---

No. 3
Here is a cluster of 3 separate species, C28H51FN5O2 in total in a non-equilibrium geometry from the OMol25 dataset. Energies are from wB97M-V/def2-TZVPD.

Geometry (Å):
C 3.783 -3.588 -0.666
C 2.553 -3.282 -1.581
C 2.921 -2.173 -2.514
C 4.129 -2.202 -3.261
N 4.580 -1.314 -4.093
N 3.822 -0.241 -4.221
C 2.692 -0.061 -3.559
C 1.991 1.271 -3.827
C 2.170 2.288 -2.694
F 0.678 1.048 -4.132
C 2.136 -1.001 -2.678
C 0.842 -0.803 -1.934
C 1.023 0.011 -0.627
N 0.032 0.516 -0.038
H 3.414 -3.830 0.322
H 4.387 -4.392 -1.082
H 4.412 -2.701 -0.632
H 1.734 -2.991 -0.935
H 2.258 -4.145 -2.179
H 4.763 -3.072 -3.134
H 4.161 0.475 -4.850
H 2.426 1.716 -4.728
H 2.372 1.842 -1.727
H 3.018 2.919 -2.964
H 1.306 2.949 -2.672
H 0.039 -0.416 -2.553
H 0.527 -1.790 -1.600
H 2.028 0.088 -0.212
H -0.816 0.328 -0.576
C -5.114 3.687 -1.600
C -4.470 2.431 -2.241
C -5.422 1.773 -3.246
C -6.573 1.017 -2.591
C -6.030 -0.010 -1.599
C -5.107 0.616 -0.552
N -4.043 1.453 -1.195
O -3.120 0.678 -1.678
C -5.958 1.435 0.442
C -4.458 -0.481 0.293
C -3.259 2.961 -3.010
H -5.906 4.087 -2.233
H -5.538 3.525 -0.616
H -4.374 4.475 -1.461
H -4.859 1.072 -3.870
H -5.813 2.536 -3.921
H -7.254 1.715 -2.097
H -7.160 0.509 -3.357
H -6.857 -0.511 -1.093
H -5.489 -0.783 -2.153
H -5.326 2.044 1.089
H -6.530 0.764 1.081
H -6.690 2.079 -0.040
H -3.917 -1.207 -0.313
H -5.226 -1.025 0.839
H -3.765 -0.053 1.020
H -2.518 3.383 -2.330
H -3.585 3.751 -3.687
H -2.775 2.192 -3.612
C 4.040 0.685 4.662
C 3.230 0.389 3.375
C 1.756 0.774 3.547
C 0.973 -0.192 4.429
C 1.105 -1.616 3.896
C 2.563 -2.057 3.748
N 3.360 -1.047 2.976
O 3.106 -1.165 1.707
C 3.161 -2.304 5.149
C 2.623 -3.413 3.050
C 3.839 1.302 2.311
H 3.544 1.441 5.271
H 4.213 -0.177 5.296
H 5.034 1.059 4.418
H 1.274 0.813 2.563
H 1.696 1.784 3.955
H 1.320 -0.127 5.463
H -0.080 0.096 4.442
H 0.588 -2.311 4.561
H 0.600 -1.678 2.927
H 4.242 -2.438 5.096
H 2.739 -3.212 5.578
H 2.941 -1.511 5.861
H 2.115 -3.404 2.086
H 2.131 -4.165 3.665
H 3.657 -3.729 2.896
H 4.873 1.027 2.102
H 3.830 2.329 2.677
H 3.282 1.284 1.374

Net charge ... +1
HOMO energy (alpha / beta) ... -10.4 / -11.4 eV
HOMO-LUMO gap (alpha / beta) ... 6.138 / 7.077 eV
<S²> ... 2.01
Energy relative to the best compared isomer or geometry (same formula, charge and spin) ... 0.0 kcal per mole
2S+1 ... 3
E_LUMO (alpha / beta) ... -4.29 / -4.29 eV
Max |F| ... 2.3 eV/Å
Energy ... -1621.2217 Ha

---

No. 4
Here is a cluster of 5 separate species, C12H37N3O5 in total in a non-equilibrium geometry from the OMol25 dataset. Energies are from wB97M-V/def2-TZVPD.

Geometry (Å):
O 19.529 -5.647 5.080
H 19.024 -4.886 5.413
H 20.038 -5.293 4.334
O 18.160 -7.862 6.571
H 18.006 -8.091 5.651
H 18.580 -6.997 6.506
C 18.259 -1.635 7.756
C 18.863 -2.859 7.078
C 18.711 -4.102 7.903
O 19.154 -3.822 9.212
C 19.410 -4.975 9.987
N 18.302 -3.099 5.721
H 17.229 -1.819 8.071
H 18.252 -0.796 7.054
H 18.841 -1.336 8.625
H 19.932 -2.652 6.962
H 19.322 -4.908 7.469
H 17.677 -4.484 7.910
H 20.147 -4.711 10.745
H 19.849 -5.774 9.378
H 18.491 -5.342 10.451
H 18.634 -2.330 5.143
H 17.307 -2.868 5.814
C 22.804 -6.017 3.652
C 22.377 -4.589 3.348
C 23.377 -3.865 2.483
O 24.532 -3.589 3.228
C 25.507 -2.906 2.473
N 21.020 -4.594 2.746
H 23.071 -6.554 2.736
H 21.999 -6.578 4.128
H 23.654 -6.023 4.333
H 22.299 -4.052 4.297
H 22.926 -2.927 2.118
H 23.601 -4.470 1.588
H 26.378 -2.754 3.109
H 25.161 -1.909 2.169
H 25.791 -3.485 1.589
H 20.744 -3.633 2.560
H 21.079 -5.017 1.821
C 15.109 -4.439 5.751
C 14.341 -3.190 5.355
C 13.518 -2.731 6.514
O 12.625 -1.726 6.080
C 11.828 -1.230 7.127
N 15.287 -2.113 5.001
H 16.010 -4.603 5.159
H 14.502 -5.343 5.676
H 15.455 -4.375 6.788
H 13.675 -3.392 4.509
H 14.182 -2.328 7.294
H 12.970 -3.588 6.932
H 11.537 -2.022 7.823
H 10.929 -0.778 6.709
H 12.349 -0.440 7.689
H 15.645 -2.219 4.062
H 14.880 -1.194 5.107

HOMO energy ... -9.4 eV
HOMO-LUMO gap ... 10.059 eV
Energy relative to the best compared isomer or geometry (same formula, charge and spin) ... 0.9 kcal per mole
E_LUMO ... 0.66 eV
Max |F| ... 1.0 eV/Å
Energy ... -1019.8278 Ha

---

max |F| of number 3 (C28H51FN5O2)?
2.3 eV/Å

---

What did the second record say?
Here is a structure of composition C4H3MgORb in a non-equilibrium geometry from the OMol25 dataset. Energies are from wB97M-V/def2-TZVPD.

Geometry (Å):
C -0.119 -0.271 1.481
C 0.870 -0.927 1.809
H 1.616 -1.600 2.211
Mg -1.195 2.634 -0.792
O 1.947 3.351 0.729
C 1.621 3.161 -0.361
C 1.059 2.735 -1.503
Rb 0.809 1.892 4.037
H 1.117 3.636 -2.177
H 1.264 1.749 -1.931

Net charge ... +2
HOMO energy (alpha / beta) ... -17.3 / -15.1 eV
HOMO-LUMO gap (alpha / beta) ... 7.754 / 4.767 eV
Energy relative to the best compared isomer or geometry (same formula, charge and spin) ... 0.0 kcal per mole
E_LUMO (alpha / beta) ... -9.57 / -10.38 eV
Max |F| ... 3.2 eV/Å
Energy ... -452.8255 Ha